1.
Computed, not measured: a molecular structure, C35H46As3BrFeN2O2P, with ωB97M-V/def2-TZVPD.

```
91
Properties=species:S:1:pos:R:3
Fe -0.3642 -0.1551 0.9110
Br -3.9171 -0.2912 -0.2801
C -3.3676 -1.6791 0.9083
C -4.1820 -2.7541 1.1705
C -3.6696 -3.7519 2.0250
C -2.4414 -3.5751 2.6391
C -1.7226 -2.4264 2.3256
N -2.1594 -1.5345 1.4501
C -0.4063 -2.0459 3.0131
O 0.0372 -2.7272 3.9083
O 0.0952 -0.9648 2.5488
H -5.1285 -2.8203 0.6750
H -4.3342 -4.5907 2.2200
H -2.0243 -4.2958 3.3106
N 1.1012 1.4193 1.9327
C 0.4621 2.3628 2.8363
C 1.0935 2.7191 4.0003
C 0.4297 3.4911 4.9570
C -0.8363 3.9668 4.6352
C -1.4654 3.6751 3.4233
C -0.8065 2.8458 2.5415
P -1.4877 2.1489 1.0416
C -0.9079 3.2301 -0.3058
C 0.1187 4.1877 -0.1300
C 0.6376 4.8990 -1.2235
C 0.0655 4.6743 -2.5093
C -0.9356 3.7562 -2.6823
C -1.4120 3.0201 -1.5625
C -3.2689 2.4624 1.3027
C -3.9779 3.4049 0.5409
C -5.3308 3.6040 0.7934
C -5.9487 2.8621 1.7989
C -5.2167 1.9333 2.5579
C -3.9016 1.6658 2.2396
H 1.7098 1.8780 1.2695
H 1.6388 0.7587 2.4891
H 2.1004 2.3728 4.2266
H 0.8678 3.6750 5.9155
H -1.4159 4.5403 5.3323
H -2.3849 4.1693 3.2187
H 0.5223 4.3640 0.8625
H 1.4725 5.5861 -1.1029
H 0.4481 5.2248 -3.3354
H -1.3372 3.5631 -3.6511
H -2.2187 2.3292 -1.7368
H -3.4722 3.9803 -0.2239
H -5.8712 4.3805 0.2679
H -7.0044 3.0593 1.9895
H -5.7498 1.4964 3.3920
H -3.2891 0.9903 2.8174
C -1.6205 -2.7012 -1.5362
As -0.5252 -1.0857 -1.5592
C -1.4599 -0.2539 -3.0719
C 0.9781 -2.0046 -2.4552
C 2.4114 -1.4658 -2.5336
C 2.4602 0.0774 -2.7699
C 3.2644 -1.8382 -1.2742
As 2.6038 -1.0349 0.3468
C 3.9449 0.3709 0.5653
C 3.3046 -2.2318 1.7136
C 3.0949 -2.0596 -3.8032
As 3.7873 -3.9330 -4.0944
C 2.5785 -5.0450 -3.0758
C 5.2428 -3.9628 -2.8278
H -1.3359 -3.3255 -2.3413
H -2.6368 -2.3354 -1.6847
H -1.5698 -3.2113 -0.5787
H -1.3861 -0.8633 -3.9735
H -1.0262 0.7268 -3.3037
H -2.5278 -0.1171 -2.8371
H 0.5453 -2.2168 -3.4232
H 1.0258 -2.9734 -1.9721
H 1.9044 0.7172 -2.0048
H 2.0130 0.2828 -3.7456
H 3.4946 0.4180 -2.7723
H 4.3098 -1.5255 -1.4310
H 3.2163 -2.9363 -1.0977
H 4.9497 0.0031 0.3290
H 3.8966 0.6213 1.6298
H 3.7404 1.2604 -0.0319
H 4.3377 -2.4707 1.4827
H 2.7295 -3.1617 1.8411
H 3.2387 -1.6761 2.6574
H 4.0081 -1.5000 -3.8661
H 2.5398 -1.8237 -4.7362
H 1.5450 -4.9294 -3.4739
H 2.5375 -4.8593 -1.9790
H 2.9198 -6.0324 -3.2759
H 5.9789 -3.2014 -3.0323
H 5.8083 -4.8991 -2.9360
H 4.8345 -3.8879 -1.8113
```

Output
- HOMO energy (spin up / spin down) (Ha) = -0.388 / -0.388
- Kohn-Sham gap (spin up / spin down) (eV) = 8.2 / 8.0
- total charge = +1
- max |F| (hartree/bohr) = 0.0356
- LUMO level (spin up / spin down) (Eh) = -0.0870 / -0.0959
- 2S+1 = 5


2.
Computed, not measured: 8 unconnected molecules or ions with the total composition C35H46N10P, with ωB97M-V/def2-TZVPD.

```
92
Properties=species:S:1:pos:R:3
C 9.1773 -1.3077 1.1406
C 8.2613 -0.6639 0.2804
C 7.7128 0.8342 0.5456
C 6.1379 0.7097 0.8295
C 5.4044 1.1969 2.1234
C 3.9339 0.8727 2.0204
N 3.3585 0.2473 0.9359
P 1.5820 -0.0930 1.0611
N 1.0634 -0.1173 2.5608
N 3.8782 -0.1594 -0.2084
C 5.2331 0.0889 -0.2143
H 10.1554 -1.7853 0.8397
H 8.8854 -1.4012 2.2454
H 7.8273 -1.1618 -0.6552
H 7.8631 1.3791 -0.4489
H 8.3040 1.3282 1.3834
H 5.9159 1.6760 3.0035
H 3.2708 1.1658 2.8988
H 0.9177 0.8387 0.2061
H 1.4134 -1.4102 0.4964
H 0.6825 -1.0319 2.8294
H 5.7594 -0.2348 -1.1772
N -1.1099 2.4705 2.0212
C -1.2813 3.1813 3.1783
C -1.9418 4.3439 2.8675
C -2.1835 4.3322 1.4709
C -1.6619 3.1630 0.9753
H -0.6504 1.5781 1.9515
H -0.9183 2.8002 4.1204
H -2.2215 5.1167 3.5674
H -2.6843 5.0943 0.8932
H -1.6349 2.7655 -0.0280
N 0.8607 -3.5817 -1.1052
C 1.0045 -4.4813 -0.0800
C -0.1124 -5.2790 -0.0589
C -0.9590 -4.8501 -1.1124
C -0.3324 -3.8044 -1.7422
H 1.5272 -2.8702 -1.3523
H 1.8857 -4.4742 0.5437
H -0.2996 -6.0832 0.6364
H -1.9202 -5.2619 -1.3802
H -0.6314 -3.2003 -2.5849
N -3.0430 -2.7236 -4.6583
C -2.4151 -3.9096 -4.9331
C -3.2794 -4.9292 -4.6196
C -4.4756 -4.3368 -4.1432
C -4.3012 -2.9751 -4.1813
H -2.6426 -1.8097 -4.7877
H -1.4100 -3.9251 -5.3254
H -3.0744 -5.9841 -4.7228
H -5.3655 -4.8502 -3.8101
H -4.9614 -2.1652 -3.9096
N -7.9346 -2.5708 -4.1984
C -8.2673 -1.2555 -4.3785
C -9.4432 -1.0200 -3.7099
C -9.8315 -2.2378 -3.0986
C -8.8801 -3.1759 -3.4150
H -7.1202 -3.0226 -4.5821
H -7.6410 -0.6034 -4.9665
H -9.9655 -0.0761 -3.6645
H -10.7091 -2.4087 -2.4937
H -8.7954 -4.2190 -3.1520
N -0.2821 1.1029 6.7809
C -1.1026 0.1962 7.3980
C -1.4034 0.6795 8.6470
C -0.7452 1.9268 8.7874
C -0.0636 2.1637 7.6199
H 0.0998 1.0056 5.8552
H -1.3991 -0.7122 6.8969
H -2.0289 0.1907 9.3784
H -0.7685 2.5788 9.6474
H 0.5572 2.9921 7.3147
N -7.1606 1.7071 -6.5852
C -6.9751 2.8972 -7.2358
C -5.9718 2.7243 -8.1571
C -5.5396 1.3780 -8.0629
C -6.2929 0.7739 -7.0868
H -7.8313 1.5435 -5.8528
H -7.5702 3.7620 -6.9869
H -5.5920 3.4820 -8.8256
H -4.7641 0.9035 -8.6453
H -6.2857 -0.2358 -6.7064
N 8.5485 3.4622 3.4638
C 9.1889 4.6022 3.8756
C 10.0307 4.2687 4.9075
C 9.9013 2.8755 5.1282
C 8.9844 2.4021 4.2251
H 7.8682 3.4023 2.7258
H 8.9894 5.5499 3.4001
H 10.6703 4.9525 5.4443
H 10.4220 2.2850 5.8667
H 8.5991 1.4077 4.0537
```

Output
- HOMO energy (Ha) = -0.347
- Kohn-Sham gap (eV) = 3.9
- total charge = +1
- max |F| (hartree/bohr) = 0.1113
- LUMO level (Eh) = -0.2058


3.
Computed, not measured: a molecular structure, C35H47BF4N5PbS3, with ωB97M-V/def2-TZVPD.

```
96
Properties=species:S:1:pos:R:3
Pb 0.3211 0.0575 0.4163
C -3.0075 1.0746 1.4645
C -2.2325 0.6945 2.7352
C -1.8105 -0.7629 2.8263
C -1.8153 -1.4076 4.0330
C -1.5407 -2.7989 4.1131
C -1.3964 -3.4799 2.8839
C -1.3450 -2.7690 1.7150
N -1.4372 -1.3854 1.6438
N -2.2417 1.7794 0.4281
C -3.0934 1.9728 -0.7550
C -3.3926 0.7473 -1.5603
C -4.6352 0.1815 -1.5379
C -4.9663 -0.9604 -2.2881
C -3.9214 -1.5452 -3.0342
C -2.6833 -0.9934 -3.0365
N -2.3831 0.1839 -2.3523
C -1.7757 3.0901 0.8809
C -0.8785 3.8106 -0.1050
C -1.0358 5.1667 -0.3635
C -0.1437 5.7989 -1.2169
C 0.8746 5.0550 -1.7848
C 0.9540 3.7049 -1.4751
N 0.1001 3.0971 -0.6552
H -3.8846 1.6925 1.7390
H -3.3805 0.1558 1.0126
H -2.8670 0.9034 3.5949
H -1.3443 1.3301 2.8418
H -2.0686 -0.8458 4.9295
H -1.4884 -3.3145 5.0641
H -1.3233 -4.5633 2.8513
H -1.2438 -3.2756 0.7607
H -2.6164 2.7333 -1.3703
H -4.0634 2.3881 -0.4393
H -5.3836 0.6374 -0.9010
H -5.9607 -1.3801 -2.2689
H -4.0868 -2.4545 -3.5980
H -1.8602 -1.4276 -3.5882
H -1.1877 2.9513 1.7889
H -2.6286 3.7393 1.1427
H -1.8452 5.7165 0.1005
H -0.2439 6.8559 -1.4304
H 1.5997 5.5070 -2.4488
H 1.7465 3.0831 -1.8851
C 1.3159 3.5787 1.8651
N 1.2517 2.1943 2.3246
C 0.6536 2.1331 3.6539
C 2.6240 1.6675 2.3720
C 2.6789 0.2070 2.7375
C 3.5160 -0.2095 3.7656
C 3.6385 -1.5585 4.0772
C 2.9255 -2.4871 3.3351
C 2.0765 -2.0517 2.3218
C 1.9020 -0.7032 2.0113
H 0.3137 4.0089 1.8130
H 1.7776 3.6196 0.8787
H 1.9183 4.1940 2.5541
H 1.2653 2.6806 4.3908
H 0.5673 1.0947 3.9794
H -0.3376 2.5897 3.6417
H 3.2211 2.2557 3.0884
H 3.0618 1.8088 1.3831
H 4.0913 0.5253 4.3214
H 4.2774 -1.8767 4.8930
H 3.0129 -3.5455 3.5510
H 1.5141 -2.8036 1.7832
C 2.0912 -3.2968 -4.2627
C 2.2415 -1.8080 -3.9016
S 2.5707 -1.3108 -2.1549
C 2.8375 -2.8694 -1.2786
C 1.5705 -3.7211 -1.0409
S 0.0691 -2.9470 -1.7375
C -0.7517 -4.4535 -2.3045
C -0.0703 -5.0438 -3.5454
S 0.4272 -3.8394 -4.8206
H 2.3729 -3.9546 -3.4448
H 2.7475 -3.5265 -5.1003
H 1.3428 -1.2577 -4.1805
H 3.0796 -1.3904 -4.4573
H 3.2529 -2.5296 -0.3282
H 3.6123 -3.4358 -1.7951
H 1.6703 -4.7085 -1.4904
H 1.3988 -3.8607 0.0259
H -1.7723 -4.1462 -2.5285
H -0.7829 -5.1874 -1.4961
H -0.7522 -5.7223 -4.0611
H 0.8195 -5.6158 -3.2821
C -1.3155 1.0060 -2.9193
H -0.3955 0.9295 -2.3359
H -1.6080 2.0533 -2.9624
H -1.1139 0.6775 -3.9373
F 2.2896 1.6010 -0.7418
B 3.3893 2.3820 -1.2651
F 4.5975 1.8126 -0.8431
F 3.2828 2.3993 -2.6708
F 3.2500 3.6977 -0.7527
```

Output
- HOMO energy (spin up / spin down) (Ha) = -0.057 / -0.120
- Kohn-Sham gap (spin up / spin down) (eV) = 3.7 / 5.4
- total charge = -1
- max |F| (hartree/bohr) = 0.0364
- LUMO level (spin up / spin down) (Eh) = 0.0777 / 0.0776


4.
Computed, not measured: 9 unconnected molecules or ions with the total composition C35H47BO26, with ωB97M-V/def2-TZVPD.

```
109
Properties=species:S:1:pos:R:3
O 0.9749 -4.2224 0.8306
C 1.0078 -3.4281 1.7418
O 0.4736 -2.1818 1.6771
C 1.3726 -1.1867 2.1859
C 0.7392 0.1936 2.3126
C 0.1592 0.8109 1.0318
C -1.1379 0.1472 0.5411
B -2.3306 0.3873 1.5410
C -3.5262 -0.5885 1.7313
C -3.5756 -1.8279 1.1417
C -4.6796 -2.6055 1.3309
C -5.7144 -2.1556 2.0982
C -5.6694 -0.9423 2.7230
C -4.5620 -0.1598 2.5304
H 1.4416 -3.6692 2.7323
H 1.6564 -1.4969 3.2016
H 2.3024 -1.1496 1.6159
H 1.5379 0.8594 2.6473
H 0.0071 0.1798 3.1235
H -0.0980 1.8435 1.2779
H 0.8973 0.9009 0.2250
H -1.0266 -0.9119 0.3108
H -1.4162 0.6414 -0.4010
H -2.3292 1.4096 2.1663
H -2.7485 -2.1748 0.5397
H -4.7593 -3.5762 0.8598
H -6.5983 -2.7650 2.2273
H -6.4736 -0.5778 3.3375
H -4.4788 0.8080 3.0028
C 4.1721 -0.5014 -2.3106
C 3.9087 -0.6888 -0.8464
O 3.6122 0.6258 -0.3854
C 3.1747 1.3368 -1.4524
O 2.6814 2.4192 -1.3813
O 3.3611 0.6569 -2.6075
H 3.8686 -1.3549 -2.9114
H 5.2119 -0.2710 -2.5183
H 3.0346 -1.3209 -0.6625
H 4.7661 -1.0979 -0.3163
C -10.9899 -1.3551 3.6928
C -10.0455 -0.3552 3.0599
O -8.7815 -0.7455 3.6041
C -8.8675 -2.0486 3.9601
O -7.9231 -2.6962 4.2681
O -10.1434 -2.4924 3.8958
H -11.8297 -1.6107 3.0518
H -11.3689 -1.0204 4.6599
H -10.0053 -0.4451 1.9728
H -10.2770 0.6740 3.3218
C 0.7531 -2.7810 -4.8225
C 1.3910 -3.0403 -6.1686
O 2.7804 -2.8433 -5.8933
C 2.9753 -3.0480 -4.5688
O 4.0394 -3.1210 -4.0449
O 1.7937 -3.1529 -3.9149
H -0.1390 -3.3780 -4.6515
H 0.5116 -1.7276 -4.6689
H 1.2419 -4.0654 -6.5128
H 1.0496 -2.3542 -6.9396
C 8.6793 2.6007 -2.8979
C 7.2126 2.8624 -2.6695
O 6.6514 1.5482 -2.7134
C 7.6383 0.6660 -2.3980
O 7.4625 -0.4904 -2.1776
O 8.8420 1.2774 -2.3648
H 9.3208 3.3078 -2.3770
H 8.9429 2.5920 -3.9516
H 7.0085 3.2972 -1.6879
H 6.7749 3.4944 -3.4359
C -5.8814 -6.3642 5.2004
C -6.2672 -5.5314 4.0123
O -5.6777 -6.2537 2.9224
C -5.5293 -7.5466 3.3159
O -5.2231 -8.4380 2.5945
O -5.7719 -7.6809 4.6469
H -6.6250 -6.3375 5.9928
H -4.9127 -6.0750 5.6113
H -7.3474 -5.4862 3.8652
H -5.8762 -4.5199 4.0688
C -2.9424 -3.5179 4.6279
C -1.8606 -2.9437 5.5123
O -2.6068 -2.1500 6.4375
C -3.8705 -2.6411 6.4893
O -4.6896 -2.3123 7.2804
O -4.0708 -3.5638 5.5110
H -2.7035 -4.5120 4.2554
H -3.1841 -2.8696 3.7820
H -1.3184 -3.7134 6.0657
H -1.1478 -2.3309 4.9653
C 5.2380 5.5814 -6.2595
C 6.2768 6.4820 -6.8815
O 7.4924 5.9878 -6.3028
C 7.2832 4.7051 -5.9303
O 8.1363 3.9575 -5.5683
O 5.9732 4.3770 -6.0174
H 4.3944 5.3934 -6.9179
H 4.8654 5.9629 -5.3075
H 6.3323 6.3720 -7.9658
H 6.1270 7.5311 -6.6396
C 3.6672 8.2705 -1.7156
C 4.9718 8.9604 -2.0465
O 5.0104 8.8755 -3.4748
C 3.7347 8.7395 -3.9174
O 3.4086 8.8075 -5.0576
O 2.8853 8.5146 -2.8888
H 3.1799 8.6813 -0.8352
H 3.7826 7.1926 -1.5875
H 4.9752 10.0125 -1.7563
H 5.8361 8.4688 -1.6071
```

Output
- HOMO energy (Ha) = -0.351
- Kohn-Sham gap (eV) = 9.7
- structure (SMILES) = O=COCCCCBc1ccccc1.O=C1OCCO1.O=C1OCCO1.O=C1OCCO1.O=C1OCCO1.O=C1OCCO1.O=C1OCCO1.O=C1OCCO1.O=C1OCCO1
- max |F| (hartree/bohr) = 0.0417
- LUMO level (Eh) = 0.0063


5.
Computed, not measured: 11 unconnected molecules or ions with the total composition C35H47BrN11O7S, with ωB97M-V/def2-TZVPD.

```
102
Properties=species:S:1:pos:R:3
O 1.4668 0.5432 0.6400
C 0.5188 0.7935 -0.0511
N -0.7613 1.1930 0.3200
C -1.1901 2.2354 -0.6606
C -2.7023 2.1321 -0.9737
C -3.0928 1.1804 -2.1410
C -4.0005 -0.0102 -1.7295
S -5.6214 0.4876 -1.1823
O -6.3767 1.0919 -2.2436
O -5.6068 1.3241 -0.0268
O -6.3443 -0.9069 -0.7591
C -1.1081 3.5481 0.2220
O -0.2261 4.4060 0.0180
O -1.9299 3.6478 1.1402
C -0.1384 2.2084 -1.7701
Br -0.5469 2.8732 -3.5498
C 0.3830 0.7462 -1.6104
C 1.5904 0.3550 -2.4420
O 2.1327 -0.9565 -2.1704
C 1.2124 -1.8899 -1.7860
C 0.1778 -2.3482 -2.5571
C -0.7275 -3.2711 -2.0775
C -0.6265 -3.7475 -0.7905
C 0.4322 -3.2889 -0.0271
C 1.3293 -2.3771 -0.4987
H -0.8119 1.4921 1.2892
H -3.1267 3.1235 -1.0767
H -3.1714 1.7274 -0.0712
H -2.2558 0.8011 -2.7297
H -3.7023 1.7770 -2.8378
H -4.1640 -0.5861 -2.6524
H -3.4853 -0.6936 -1.0455
H -7.2388 -0.8690 -1.1245
H 0.7077 2.8255 -1.4418
H -0.5339 0.1679 -1.7717
H 1.3759 0.4996 -3.5118
H 2.3917 1.0692 -2.2015
H 0.0518 -1.9902 -3.5771
H -1.5480 -3.6017 -2.7178
H -1.3594 -4.4494 -0.4096
H 0.4980 -3.6614 0.9908
H 2.1222 -2.0475 0.1640
C 1.6076 -2.1391 4.0079
C 1.1799 -3.4461 3.5051
N 0.8435 -4.4628 3.0890
H 2.6420 -2.1901 4.3347
H 1.5167 -1.3930 3.2168
H 0.9847 -1.8452 4.8474
C 5.8245 1.1450 -0.4506
C 4.8274 1.7518 -1.3317
N 4.0302 2.2299 -2.0022
H 5.7204 0.0636 -0.4781
H 6.8275 1.4164 -0.7748
H 5.6744 1.4875 0.5710
C 0.5449 -8.4251 3.0163
C -0.0370 -7.5286 2.0168
N -0.4946 -6.8316 1.2327
H 0.8560 -7.8503 3.8868
H -0.1916 -9.1661 3.3211
H 1.4106 -8.9342 2.5969
C 4.4291 -3.4085 0.4366
C 5.5003 -2.5223 0.8993
N 6.3170 -1.7999 1.2594
H 3.5590 -3.2989 1.0819
H 4.1496 -3.1520 -0.5831
H 4.7647 -4.4429 0.4622
C -2.7771 6.7751 -1.1928
C -3.3739 5.6365 -1.8862
N -3.8439 4.7164 -2.3856
H -1.7611 6.5190 -0.8920
H -2.7504 7.6399 -1.8422
H -3.3623 7.0102 -0.3059
C 0.8460 -1.8817 8.3856
C 1.9363 -2.2758 7.4900
N 2.7881 -2.5850 6.7854
H 0.0675 -1.3746 7.8184
H 0.4231 -2.7639 8.8618
H 1.2240 -1.2085 9.1522
C -2.4252 10.5263 1.3341
C -2.2505 9.9975 -0.0184
N -2.1143 9.5758 -1.0774
H -1.4816 10.4558 1.8737
H -2.7348 11.5685 1.2860
H -3.1826 9.9534 1.8662
C -1.3857 -6.1831 -5.5565
C -1.9780 -5.0011 -4.9289
N -2.4423 -4.0758 -4.4337
H -2.1425 -6.9561 -5.6745
H -0.9876 -5.9205 -6.5346
H -0.5787 -6.5649 -4.9336
C 1.6714 8.1582 0.7450
C 1.3167 9.3391 1.5400
N 1.0384 10.2608 2.1681
H 0.7803 7.5652 0.5433
H 2.1138 8.4693 -0.1991
H 2.3869 7.5475 1.2913
C 1.1252 -6.0950 -0.7533
C 2.3350 -5.6395 -1.4427
N 3.2826 -5.2823 -1.9839
H 0.9120 -7.1272 -1.0263
H 1.2674 -6.0320 0.3236
H 0.2821 -5.4672 -1.0355
```

Output
- HOMO energy (Ha) = -0.182
- Kohn-Sham gap (eV) = 6.7
- total charge = -1
- max |F| (hartree/bohr) = 0.0541
- LUMO level (Eh) = 0.0642


no.,total energy (eV)
1,-340346.5876
2,-61215.4945
3,-93812.4311
4,-90968.8026
5,-148656.8595